Record 1
C20H41F6NO18P4S | ωB97M-V with the def2-TZVPD basis set

```
! RIJCOSX wB97M-V def2-TZVPD def2/J DEFGRID3
* xyz 0 1
O -0.0173 -0.3246 8.6465
S 0.2098 0.0933 7.2775
O -0.1911 -0.9557 6.3697
F -0.7320 1.4192 7.0376
N 1.8442 0.5402 7.1724
C 2.6930 -0.5108 6.6100
F 4.0008 -0.1845 7.0179
F 2.4475 -1.7440 7.1865
C 2.7348 -0.5894 5.0569
C 2.9450 -1.8764 4.3720
C 3.0280 -1.9474 2.9159
C 2.9193 -0.7247 2.1195
C 2.6844 0.5520 2.8114
C 2.5278 1.9064 2.0391
F 2.9715 1.7153 0.7619
F 1.2095 2.3102 2.0585
F 3.2515 2.8803 2.7073
C 2.6005 0.6277 4.2647
H 1.9874 1.4498 6.7282
H 3.0441 -2.8201 4.9636
H 3.1943 -2.9004 2.3560
H 3.0027 -0.7193 1.0044
H 2.4348 1.6277 4.7431
C -4.1874 3.9826 3.3158
O -4.3968 3.0948 4.4123
P -4.7888 1.5848 4.0559
O -3.9716 0.9728 3.0012
O -6.3396 1.6448 3.7361
C -7.1954 2.4498 4.5460
O -4.7137 0.8658 5.4718
C -3.4139 0.4731 5.9204
H -4.4227 4.9945 3.6443
H -3.1419 3.9390 3.0094
H -4.8307 3.7290 2.4703
H -7.2498 3.4509 4.1158
H -6.8403 2.5110 5.5757
H -8.1924 2.0132 4.5382
H -3.3581 0.6174 6.9992
H -2.6297 1.0647 5.4491
H -3.2586 -0.5807 5.6926
C 4.6899 -1.4178 -3.7500
O 3.9150 -0.2195 -3.6767
P 2.4133 -0.3585 -3.1493
O 2.2603 -1.1821 -1.9428
O 1.5964 -0.8719 -4.4101
C 1.8750 -0.3195 -5.6949
O 1.9626 1.1577 -2.9906
C 2.3765 1.8115 -1.7899
H 5.4350 -1.2988 -4.5352
H 5.1961 -1.5793 -2.7979
H 4.0650 -2.2804 -3.9876
H 2.6506 -0.9161 -6.1788
H 2.2013 0.7189 -5.6279
H 0.9695 -0.3691 -6.2978
H 2.6178 2.8499 -2.0181
H 3.2563 1.3366 -1.3606
H 1.5616 1.7837 -1.0706
C 7.7149 -4.6198 -8.3422
O 7.3768 -5.5926 -7.3543
P 6.5904 -5.0718 -6.0632
O 5.4680 -4.1712 -6.3487
O 7.7229 -4.4472 -5.1400
C 8.9745 -5.1203 -5.0175
O 6.1952 -6.4248 -5.3293
C 5.0348 -7.1019 -5.8183
H 8.6114 -4.9562 -8.8618
H 6.8975 -4.5321 -9.0578
H 7.9147 -3.6464 -7.8896
H 9.6531 -4.7547 -5.7904
H 8.8646 -6.2012 -5.1096
H 9.3994 -4.8883 -4.0421
H 5.2078 -8.1762 -5.7615
H 4.8206 -6.8376 -6.8544
H 4.1799 -6.8432 -5.1950
C -10.2948 2.9699 -1.0129
O -8.8861 2.9123 -1.2299
P -7.9488 3.4687 -0.0590
O -8.3141 3.0143 1.2854
O -7.9681 5.0465 -0.2549
C -7.8967 5.5868 -1.5723
O -6.4979 3.0403 -0.5423
C -6.1062 1.6873 -0.2735
H -10.7879 3.0489 -1.9813
H -10.6219 2.0557 -0.5177
H -10.5687 3.8357 -0.4066
H -8.9086 5.7053 -1.9646
H -7.3180 4.9493 -2.2414
H -7.4257 6.5674 -1.5204
H -5.5093 1.3246 -1.1098
H -6.9712 1.0342 -0.1532
H -5.5042 1.6605 0.6344
*
```

LUMO level ... 0.0017 Ha
Largest force on an atom ... 0.098 Eh/bohr
Orbital gap ... 0.371 Ha
Structure (SMILES) ... O=S(=O)(F)NC(F)(F)c1cccc(C(F)(F)F)c1.COP(=O)(OC)OC.COP(=O)(OC)OC.COP(=O)(OC)OC.COP(=O)(OC)OC
Highest occupied orbital energy ... -10.058 eV

---

Record 2
C20H42AsCrF6N6O3Si3 | ωB97M-V with the def2-TZVPD basis set

```
! RIJCOSX wB97M-V def2-TZVPD def2/J DEFGRID3
* xyz 1 5
Cr 0.3364 0.3625 -0.3307
N -0.5033 0.4661 1.7830
N -1.3073 -0.6028 2.2276
C -1.7617 -1.4978 1.3035
N -2.6136 -2.4253 1.7381
N -1.2271 -1.3701 0.0992
N -1.6026 -2.3129 -0.8662
O -2.6651 -2.9100 -0.7661
O -0.7881 -2.4823 -1.7451
H 0.1066 0.7456 2.5422
H -1.0774 1.2619 1.4863
H -1.9302 -0.3949 2.9963
H -2.9468 -2.4022 2.6864
H -3.1248 -2.9570 1.0464
C -1.8228 4.1660 -0.5828
C -0.5635 3.3107 -0.4515
O -0.8729 1.9779 -0.3592
C 0.3327 3.5879 -1.6806
F 1.4988 2.9114 -1.6241
F -0.2951 3.1979 -2.7989
F 0.6369 4.8809 -1.8262
C 0.1864 3.7330 0.8311
F 1.2610 2.9476 1.0667
F -0.6243 3.5693 1.9029
F 0.6024 4.9957 0.8400
H -2.3513 3.8660 -1.4848
H -1.6003 5.2304 -0.6363
H -2.4669 3.9774 0.2729
C -0.1800 0.0066 -6.6524
C -0.0094 0.1101 -5.1670
C -1.0833 0.3551 -4.3197
C -0.8771 0.4474 -2.9598
N 0.3302 0.2941 -2.3961
C 1.3640 0.0467 -3.2062
C 1.2408 -0.0417 -4.5742
H -1.2038 0.2160 -6.9537
H 0.0802 -0.9965 -6.9935
H 0.4817 0.7065 -7.1634
H -2.0818 0.4856 -4.7139
H -1.6903 0.6777 -2.2837
H 2.3177 -0.0873 -2.7261
H 2.1208 -0.2358 -5.1739
C 4.5832 0.8281 -2.2706
Si 4.5681 0.5573 -0.4271
C 4.5511 2.2061 0.4206
C 6.1326 -0.3521 -0.0057
As 2.6038 -0.6222 0.2794
Si 2.8665 -2.8869 -0.4275
C 4.4949 -3.6590 0.0196
C 2.6600 -2.8995 -2.2712
C 1.4989 -3.8512 0.3844
Si 2.9946 -0.6998 2.6254
C 4.7384 -1.1486 3.0937
C 2.6584 0.9686 3.3974
C 1.8568 -1.9696 3.3766
H 5.5753 1.2189 -2.5129
H 3.8487 1.5653 -2.5966
H 4.4497 -0.0871 -2.8495
H 5.3789 2.8000 0.0233
H 4.7004 2.1175 1.4969
H 3.6246 2.7531 0.2434
H 6.9485 0.1771 -0.5059
H 6.1381 -1.3803 -0.3644
H 6.3493 -0.3645 1.0596
H 5.2959 -3.3551 -0.6539
H 4.3747 -4.7417 -0.0792
H 4.8088 -3.4569 1.0431
H 3.4261 -2.3012 -2.7683
H 1.6767 -2.5302 -2.5670
H 2.7565 -3.9267 -2.6325
H 1.7255 -4.0641 1.4287
H 1.3820 -4.8059 -0.1349
H 0.5461 -3.3255 0.3417
H 5.3913 -0.2748 3.0938
H 5.1955 -1.9130 2.4687
H 4.6975 -1.5313 4.1175
H 3.0572 1.7982 2.8165
H 3.1575 0.9697 4.3705
H 1.6089 1.1891 3.5897
H 2.2520 -2.9764 3.2361
H 0.8411 -1.9483 2.9785
H 1.8102 -1.7841 4.4536
*
```

LUMO level (spin up / spin down) ... -0.0981 / -0.0978 Ha
Largest force on an atom ... 0.020 Eh/bohr
Orbital gap (spin up / spin down) ... 0.301 / 0.340 Ha
Energy above the lowest of the compared OMol25 structures with the same formula, charge and spin ... 0.0 kJ/mol
⟨S²⟩ ... 6.015
Highest occupied orbital energy (spin up / spin down) ... -10.872 / -11.907 eV

---

Record 3
C20H42Br2NO12S4 | ωB97M-V with the def2-TZVPD basis set

```
! RIJCOSX wB97M-V def2-TZVPD def2/J DEFGRID3
* xyz 1 1
Br 5.8993 0.1478 1.0911
C 4.0570 0.6769 0.7659
C 3.8762 2.1915 0.9319
C 2.9763 2.7615 -0.1590
C 1.5778 2.2020 -0.1395
C 0.9655 1.6925 0.9931
C -0.3077 1.1680 0.9038
C -0.9754 1.1793 -0.3102
Br -2.7098 0.4794 -0.4282
C -0.3506 1.6989 -1.4118
N 0.8977 2.2018 -1.2958
H 3.8300 0.3449 -0.2417
H 3.4533 0.1044 1.4582
H 4.8466 2.6597 0.8349
H 3.4879 2.3648 1.9295
H 2.9686 3.8494 -0.1642
H 3.4141 2.4327 -1.1036
H 1.4445 1.6841 1.9534
H -0.7624 0.7464 1.7862
H -0.8179 1.7441 -2.3795
H 1.3255 2.5886 -2.1266
O 3.4403 6.1791 -0.1406
S 3.3939 7.1638 -1.1874
O 4.6032 7.6388 -1.7718
O 2.5162 8.3818 -0.6993
C 2.8511 9.0033 0.5681
C 4.0517 9.9200 0.4608
C 2.3154 6.6176 -2.4692
H 2.9999 8.2330 1.3256
H 1.9666 9.5709 0.8476
H 4.9646 9.3592 0.2638
H 4.1831 10.4685 1.3929
H 3.9201 10.6311 -0.3539
H 1.3770 6.2932 -2.0259
H 2.8108 5.7911 -2.9756
H 2.1551 7.4381 -3.1629
O 0.5354 -4.3657 4.6999
S 1.1128 -3.2914 3.9576
O 0.8076 -1.9317 4.2963
O 0.8119 -3.5088 2.4144
C -0.5521 -3.7732 2.0183
C -1.4044 -2.5204 2.0511
C 2.8591 -3.4906 3.8811
H -0.9839 -4.5540 2.6450
H -0.4907 -4.1664 1.0080
H -1.5523 -2.1691 3.0724
H -2.3837 -2.7183 1.6148
H -0.9235 -1.7121 1.4941
H 3.0806 -4.5095 3.5761
H 3.2483 -3.2980 4.8783
H 3.2650 -2.7732 3.1732
O -6.6283 -0.7691 -2.6997
S -6.6159 -0.2314 -1.3755
O -5.9591 -0.9386 -0.3163
O -8.0932 0.1275 -0.9429
C -9.1063 -0.9009 -1.0630
C -9.0315 -1.9180 0.0570
C -5.9737 1.4041 -1.4106
H -9.0320 -1.3751 -2.0421
H -10.0549 -0.3702 -1.0276
H -8.1251 -2.5185 -0.0112
H -9.8890 -2.5883 0.0068
H -9.0254 -1.4215 1.0270
H -6.4726 1.9757 -2.1881
H -4.9129 1.2901 -1.6242
H -6.1182 1.8616 -0.4351
O -0.0206 -5.9098 -0.3719
S 0.8723 -7.0175 -0.5572
O 2.1116 -7.0580 0.1518
O 1.1461 -7.1961 -2.1111
C 1.5908 -6.0463 -2.8578
C 3.0612 -5.7488 -2.6389
C 0.0060 -8.5257 -0.3054
H 0.9664 -5.1854 -2.6127
H 1.4094 -6.2952 -3.9012
H 3.2512 -5.4159 -1.6190
H 3.3885 -4.9646 -3.3222
H 3.6623 -6.6410 -2.8098
H -0.9155 -8.5023 -0.8802
H -0.2098 -8.5981 0.7582
H 0.6430 -9.3486 -0.6175
*
```

LUMO level ... -0.1613 Ha
Largest force on an atom ... 0.021 Eh/bohr
Orbital gap ... 0.299 Ha
Highest occupied orbital energy ... -12.526 eV

---

Record 4
C20H42BrInN3O4 | ωB97M-V with the def2-TZVPD basis set

```
! RIJCOSX wB97M-V def2-TZVPD def2/J DEFGRID3
* xyz -1 1
Br 4.0143 -0.7283 -0.3710
C 3.0140 0.5196 -1.5034
C 3.7001 1.8617 -1.6294
C 3.1608 2.8844 -0.6240
In 1.2139 3.7288 -1.3858
C -0.2587 2.0444 -1.1807
C -0.6603 1.5823 0.0628
C -1.5438 0.5224 0.1031
C -1.9878 -0.0271 -1.0668
N -1.6651 0.3829 -2.2980
C -0.8038 1.4169 -2.2843
H 2.0349 0.5932 -1.0529
H 2.8705 0.0523 -2.4672
H 4.7646 1.7200 -1.4494
H 3.5640 2.2329 -2.6419
H 3.8685 3.6813 -0.4179
H 2.9267 2.4197 0.3329
H 0.6587 5.0939 -0.3652
H 1.3592 4.3131 -3.0584
H -0.2605 2.0427 0.9524
H -1.8932 0.1186 1.0413
H -2.6635 -0.8748 -1.0049
H -0.5137 1.7892 -3.2609
C 5.3845 -0.9550 8.0596
O 6.3242 -0.3786 7.1754
C 6.9560 -1.3203 6.3139
C 6.5963 -1.0469 4.8698
N 5.1955 -1.3549 4.6163
C 4.7182 -0.9320 3.2969
C 4.6530 0.5622 3.0121
O 3.6931 1.2501 3.7987
C 4.1577 1.7425 5.0375
H 5.0185 -0.1634 8.7116
H 4.5337 -1.3833 7.5191
H 5.8475 -1.7319 8.6769
H 6.6950 -2.3457 6.5905
H 8.0372 -1.2022 6.4391
H 7.2198 -1.6707 4.2227
H 6.8323 0.0055 4.6602
H 4.6318 -0.9001 5.3225
H 3.7100 -1.3345 3.1768
H 5.3398 -1.4085 2.5331
H 4.3355 0.6728 1.9724
H 5.6342 1.0471 3.0898
H 5.2130 2.0261 4.9934
H 4.0104 1.0156 5.8436
H 3.5713 2.6293 5.2823
C -4.6569 0.9852 -3.5298
O -5.9090 0.8510 -4.1976
C -5.8022 0.3543 -5.5219
C -6.4911 -0.9893 -5.6313
N -5.7520 -2.0114 -4.9010
C -6.4566 -3.2821 -4.7751
C -7.7264 -3.3043 -3.9294
O -7.5024 -3.0713 -2.5527
C -7.5262 -1.7106 -2.1529
H -4.8484 1.4366 -2.5582
H -4.1761 0.0168 -3.3745
H -3.9808 1.6352 -4.0894
H -4.7589 0.2848 -5.8404
H -6.3100 1.0652 -6.1830
H -6.5535 -1.2815 -6.6843
H -7.5145 -0.8661 -5.2490
H -5.5437 -1.6618 -3.9743
H -5.7552 -3.9962 -4.3360
H -6.6959 -3.6498 -5.7784
H -8.1444 -4.3136 -3.9974
H -8.4951 -2.6245 -4.3161
H -8.2166 -1.1211 -2.7614
H -6.5312 -1.2614 -2.1944
H -7.8613 -1.6775 -1.1159
*
```

LUMO level ... 0.0886 Ha
Largest force on an atom ... 0.026 Eh/bohr
Orbital gap ... 0.263 Ha
Energy above the lowest of the compared OMol25 structures with the same formula, charge and spin ... 0.0 kJ/mol
Highest occupied orbital energy ... -4.733 eV

---

Record 5
C20H42Cl32N3O2 | ωB97M-V with the def2-TZVPD basis set

```
! RIJCOSX wB97M-V def2-TZVPD def2/J DEFGRID3
* xyz 1 1
O -0.9140 -2.6501 4.4107
N -0.0056 -2.1553 3.8563
O -0.4762 -1.6591 2.6355
C -0.1938 -0.2830 2.4507
C 1.3159 0.0900 2.5328
N 1.5966 1.1232 3.5398
C 0.9610 0.8341 4.8267
C -0.5807 0.8241 4.6877
N -1.0533 0.6020 3.2872
H -0.4716 -0.0807 1.4059
H 1.9114 -0.8241 2.6766
H 1.6028 0.5267 1.5625
H 2.6037 1.2204 3.6570
H 1.3529 -0.0991 5.2803
H 1.2130 1.6549 5.5150
H -0.9954 1.7331 5.1374
H -0.9411 -0.0280 5.2810
H -2.0304 0.2835 3.2578
H -1.0580 1.5163 2.8159
C 3.1882 4.6159 2.3763
Cl 3.9434 3.2358 3.1804
Cl 1.8482 4.0921 1.3418
H 2.8042 5.2948 3.1306
H 3.9270 5.1167 1.7707
C 4.0576 0.1494 7.2044
Cl 4.6111 1.1159 5.8305
Cl 3.0607 1.0979 8.3092
H 3.4632 -0.6730 6.8258
H 4.9203 -0.2303 7.7418
C -2.6437 -1.0903 0.0817
Cl -1.4421 -0.0639 -0.7324
Cl -4.0829 -0.1596 0.5278
H -2.9361 -1.8912 -0.5776
H -2.2045 -1.5023 0.9834
C -0.6178 2.9152 -2.5281
Cl -2.2409 3.6142 -2.5273
Cl 0.2254 3.2313 -1.0011
H -0.7019 1.8426 -2.6662
H -0.0457 3.3488 -3.3427
C 0.6995 -2.8654 7.3662
Cl 0.4215 -1.2771 8.1027
Cl 2.3908 -3.1129 6.9201
H 0.4140 -3.6320 8.0786
H 0.0923 -2.9456 6.4708
C -0.4923 -4.3425 -0.8750
Cl -0.5630 -3.8514 0.8241
Cl -1.2115 -3.0703 -1.8645
H 0.5461 -4.4747 -1.1588
H -1.0387 -5.2688 -1.0142
C -3.3608 -0.3456 -4.0348
Cl -3.9211 -0.2199 -5.7034
Cl -1.5959 -0.2534 -3.9341
H -3.7855 0.4700 -3.4575
H -3.6844 -1.2990 -3.6286
C 5.6595 -1.1922 2.9635
Cl 4.1540 -1.9329 3.5315
Cl 5.5251 0.5656 2.8362
H 6.4464 -1.4301 3.6714
H 5.9020 -1.5965 1.9869
C 1.5809 3.8909 -6.3554
Cl 0.1027 3.3878 -7.1804
Cl 1.8040 3.0021 -4.8412
H 2.4295 3.6976 -7.0024
H 1.5143 4.9502 -6.1328
C -0.6265 4.6505 -10.9382
Cl -1.3136 4.4066 -12.5467
Cl 1.1099 4.9750 -11.0117
H -1.1200 5.4958 -10.4711
H -0.7883 3.7520 -10.3515
C -3.2988 -4.6673 3.2959
Cl -4.5848 -4.6063 4.5099
Cl -3.9488 -4.6467 1.6502
H -2.6599 -3.8036 3.4234
H -2.7281 -5.5796 3.4370
C -4.0756 -1.7521 6.8962
Cl -3.5697 -0.8168 5.4742
Cl -4.9867 -0.7561 8.0275
H -4.6998 -2.5728 6.5620
H -3.1897 -2.1320 7.3942
C -1.3012 -8.6780 -0.9847
Cl -0.7773 -7.7390 -2.3883
Cl -2.2046 -7.6822 0.1662
H -1.9414 -9.4849 -1.3241
H -0.4256 -9.0799 -0.4868
C -5.5201 0.8951 -9.3673
Cl -4.9185 -0.6650 -8.7922
Cl -6.8832 0.7006 -10.4737
H -5.8444 1.4797 -8.5129
H -4.7178 1.4070 -9.8879
C 6.5951 6.0481 4.4044
Cl 5.2767 6.1117 5.5791
Cl 5.9825 6.0212 2.7451
H 7.2205 6.9251 4.5303
H 7.1743 5.1472 4.5758
C -0.0582 0.7322 -13.1882
Cl 1.1260 -0.5729 -13.3133
Cl -1.0829 0.5466 -11.7584
H 0.4682 1.6782 -13.1184
H -0.6878 0.7196 -14.0711
*
```

LUMO level ... -0.1436 Ha
Largest force on an atom ... 0.044 Eh/bohr
Orbital gap ... 0.295 Ha
Highest occupied orbital energy ... -11.930 eV